Below is a molecular structure, C9H11ClF9O6S2, with properties calculated with wB97M-V/def2-TZVPD.

## Properties
* charge: -1
* LUMO: 0.13 eV
* spin multiplicity: 1
* gap between HOMO and LUMO: 0.098 hartree
* HOMO energy: -0.0930 Eh

Geometry as XYZ:
```
38
Properties=species:S:1:pos:R:3:nbo_charge:R:1
C 2.063 -1.496 -1.357 -0.654
C 3.277 -0.366 -1.534 -0.181
Cl 3.213 0.112 -3.362 -0.116
C 2.759 0.971 -0.719 -0.140
O 3.075 0.972 0.718 -0.645
S 1.903 2.038 1.434 1.645
O 2.681 2.616 2.680 -0.810
O 1.471 3.287 0.357 -0.839
S -0.182 3.693 0.459 2.047
O -0.238 5.270 0.477 -0.786
O -0.889 3.233 1.762 -0.780
C -0.997 3.106 -1.124 0.435
F -1.457 4.354 -1.840 -0.301
F -0.092 2.412 -2.074 -0.297
C -2.343 2.191 -0.913 0.605
F -2.806 1.813 -2.300 -0.313
F -3.480 3.014 -0.353 -0.300
C -2.131 0.841 -0.007 0.586
F -0.719 0.475 0.255 -0.305
F -2.903 1.076 1.270 -0.300
C -2.832 -0.523 -0.675 0.942
F -2.747 -1.560 0.419 -0.283
F -4.274 -0.355 -0.963 -0.317
F -2.027 -1.062 -1.800 -0.298
H 1.435 -1.223 -0.379 0.249
H 2.461 -2.593 -1.271 0.253
H 1.271 -1.439 -2.248 0.241
H 4.328 -0.760 -1.203 0.243
H 1.568 0.946 -0.793 0.195
H 3.208 1.975 -1.164 0.208
C -1.135 -4.099 2.514 -0.626
C 0.023 -4.152 1.502 -0.007
O -0.426 -3.622 0.375 -0.960
H -2.004 -4.677 2.173 0.179
H -0.813 -4.529 3.469 0.148
H -1.462 -3.070 2.711 0.176
H 0.351 -5.203 1.493 0.058
H 0.870 -3.665 2.009 0.051
```


Below is 2 unconnected molecules or ions with the total composition C9H11FN2O4, with properties calculated with wB97M-V/def2-TZVPD.

## Properties
* LUMO: -0.20 eV
* spin multiplicity: 1
* gap between HOMO and LUMO: 0.335 hartree
* SMILES: CCOC(=O)[C@@H](F)[N+](=O)[O-].c1ccncc1
* HOMO energy: -0.3427 Eh

Geometry as XYZ:
```
27
Properties=species:S:1:pos:R:3:nbo_charge:R:1
C 0.816 -2.134 -3.678 -0.630
C 0.379 -0.734 -3.322 -0.067
O -0.870 -0.757 -2.551 -0.509
C -1.447 0.420 -2.200 0.724
O -0.991 1.520 -2.494 -0.525
C -2.774 0.136 -1.438 0.217
F -2.710 -0.775 -0.477 -0.288
N -3.420 1.528 -0.922 0.486
O -4.548 1.333 -0.403 -0.388
O -2.995 2.629 -1.218 -0.292
H 1.689 -2.058 -4.324 0.223
H 1.138 -2.685 -2.798 0.216
H 0.089 -2.734 -4.231 0.220
H 1.135 -0.270 -2.675 0.197
H 0.221 -0.150 -4.233 0.196
H -3.638 -0.257 -2.070 0.219
C 2.257 0.349 4.495 -0.178
C 2.888 0.174 3.258 -0.255
C 2.074 0.373 2.121 0.045
N 0.842 0.823 2.298 -0.437
C 0.186 0.798 3.447 0.045
C 0.896 0.618 4.639 -0.255
H 2.860 0.243 5.380 0.211
H 3.924 -0.121 3.175 0.218
H 2.482 0.160 1.146 0.190
H -0.890 0.915 3.463 0.196
H 0.408 0.658 5.612 0.222
```


Below is a molecular structure, C9H11I2N2, with properties calculated with wB97M-V/def2-TZVPD.

## Properties
* energy relative to the best compared isomer or geometry (same formula, charge and spin): 23.0 kcal/mol
* charge: +1
* LUMO: -4.51 eV
* spin multiplicity: 1
* gap between HOMO and LUMO: 0.306 hartree
* HOMO energy: -0.4717 Eh

Geometry as XYZ:
```
24
Properties=species:S:1:pos:R:3:nbo_charge:R:1
C -1.335 -2.716 -0.736 -0.111
C -1.310 -2.725 0.642 -0.220
C -0.664 -1.690 -1.406 -0.216
C -0.568 -1.728 1.318 -0.096
C 0.124 -0.781 -0.774 0.092
C 0.101 -0.733 0.655 -0.278
C 1.030 0.171 -1.366 -0.540
C 0.666 0.456 1.124 0.426
C 1.368 1.336 -0.480 0.154
N 1.061 2.527 -0.931 -0.827
N 0.802 1.057 2.275 -0.697
I 3.438 1.266 0.064 0.169
I -2.451 1.676 -0.110 -0.114
H -1.910 -3.543 -1.135 0.248
H -1.844 -3.460 1.260 0.245
H -0.757 -1.674 -2.484 0.237
H -0.659 -1.620 2.464 0.221
H 2.028 -0.388 -1.430 0.274
H 0.812 0.615 -2.346 0.260
H 0.153 2.721 -1.277 0.405
H 1.261 3.334 -0.184 0.394
H 1.071 1.988 2.257 0.411
H 0.385 0.708 3.256 0.430
H -2.802 3.203 -0.656 0.133
```


Below is a molecular structure, C9H11InO6, with properties calculated with wB97M-V/def2-TZVPD.

## Properties
* charge: +2
* LUMO: -10.73 eV
* spin multiplicity: 1
* gap between HOMO and LUMO: 0.250 hartree
* HOMO energy: -0.6446 Eh

Geometry as XYZ:
```
27
Properties=species:S:1:pos:R:3:nbo_charge:R:1
O -1.089 2.880 -6.665 -0.438
C -1.104 2.841 -5.516 0.449
In -1.097 1.129 -1.607 1.119
C -1.174 1.144 0.733 0.559
O -1.169 1.263 1.876 -0.308
C -1.066 -1.514 -1.294 0.515
O -1.043 -2.656 -1.300 -0.367
C 1.058 0.729 -1.676 0.515
O 2.184 0.590 -1.844 -0.302
C -3.291 0.643 -1.685 0.507
O -4.406 0.473 -1.915 -0.262
H -1.042 0.307 -3.273 -0.113
C 1.901 1.102 1.320 -0.656
C 1.809 -0.312 0.824 -0.094
O 0.489 -0.659 0.458 -0.609
C -0.219 -1.567 1.297 -0.085
C -0.023 -1.300 2.784 -0.651
H 1.687 1.885 0.577 0.187
H 2.945 1.238 1.643 0.275
H 1.276 1.253 2.208 0.228
H 2.480 -0.482 -0.039 0.201
H 2.094 -1.047 1.603 0.224
H -1.278 -1.528 1.059 0.179
H 0.150 -2.560 0.999 0.216
H -0.449 -0.345 3.076 0.214
H -0.625 -2.084 3.250 0.259
H 1.000 -1.423 3.107 0.237
```


Below is a molecular structure, C9H11LiNO2S4, with properties calculated with wB97M-V/def2-TZVPD.

## Properties
* charge: -1
* LUMO: 2.45 eV
* spin multiplicity: 1
* gap between HOMO and LUMO: 0.197 hartree
* HOMO energy: -0.1071 Eh

Geometry as XYZ:
```
28
Properties=species:S:1:pos:R:3:mulliken_charge:R:1
Li 0.974 -1.627 1.134 0.756
O 0.075 2.721 6.131 -0.643
C 0.239 1.944 5.212 0.583
S -1.057 1.050 4.431 -0.223
C -0.081 0.158 3.248 0.038
C 1.251 0.392 3.277 0.114
S 2.488 -0.285 2.275 -0.728
S 1.798 1.556 4.505 -0.227
S -0.961 -0.903 2.199 -0.636
O 0.733 -2.240 -0.609 -0.671
C 0.473 -1.696 -1.668 0.502
C -0.840 -1.878 -2.372 -0.798
C -1.713 -0.731 -1.796 -0.227
C -1.150 0.700 -1.920 -1.064
C -0.005 1.077 -0.955 0.126
C 1.383 0.507 -1.326 -0.734
N 1.234 -0.678 -2.192 -0.272
H -1.292 -2.842 -2.147 0.376
H -0.728 -1.773 -3.454 0.303
H -1.881 -0.937 -0.735 0.133
H -2.682 -0.767 -2.299 0.360
H -1.981 1.371 -1.691 0.394
H -0.873 0.912 -2.962 0.331
H -0.280 0.742 0.050 -0.076
H 0.063 2.167 -0.921 0.450
H 1.936 0.232 -0.427 0.097
H 1.973 1.235 -1.881 0.365
H 0.904 -0.407 -3.105 0.369
```


Below is a single C9H11N3 molecule, with properties calculated with wB97M-V/def2-TZVPD.

## Properties
* energy relative to the best compared isomer or geometry (same formula, charge and spin): 141.6 kcal/mol
* LUMO: 0.48 eV
* spin multiplicity: 1
* gap between HOMO and LUMO: 0.357 hartree
* SMILES: c1nncc2c1C[C@@H]1CC[C@H]2N1
* HOMO energy: -0.3391 Eh

Geometry as XYZ:
```
23
Properties=species:S:1:pos:R:3:nbo_charge:R:1
C -2.028 -0.760 1.562 0.016
N -2.943 0.229 1.788 -0.221
N -2.894 1.411 1.099 -0.217
C -1.755 1.569 0.353 0.020
C -1.002 0.342 -0.062 -0.009
C -1.093 -0.825 0.567 -0.073
C 0.069 -1.730 0.298 -0.450
C 1.167 -1.107 -0.492 -0.067
C 1.761 0.182 0.250 -0.455
C 1.266 1.289 -0.708 -0.388
C -0.025 0.702 -1.083 -0.141
N 0.558 -0.478 -1.722 -0.609
H -2.253 -1.638 2.286 0.208
H -1.413 2.761 0.165 0.229
H 0.302 -2.289 1.310 0.235
H 0.213 -2.670 -0.382 0.258
H 1.731 -1.846 -0.801 0.192
H 2.828 -0.087 0.446 0.229
H 1.264 0.228 1.281 0.212
H 1.886 1.557 -1.705 0.213
H 1.266 2.280 -0.118 0.209
H -0.307 1.256 -1.909 0.230
H 1.400 -0.375 -2.422 0.377
```


Below is a single C9H11N3O3S2 molecule, with properties calculated with wB97M-V/def2-TZVPD.

## Properties
* LUMO: -0.83 eV
* spin multiplicity: 1
* gap between HOMO and LUMO: 0.300 hartree
* SMILES: NOC/C=C/CSSc1ncccc1[N+](=O)[O-]
* HOMO energy: -0.3305 Eh

Geometry as XYZ:
```
28
Properties=species:S:1:pos:R:3:nbo_charge:R:1
N 3.386 0.744 1.766 -0.554
O 2.258 1.380 2.435 -0.410
C 1.824 2.515 1.693 -0.120
C 0.797 2.090 0.677 -0.195
C 0.762 2.597 -0.627 -0.203
C -0.366 2.355 -1.602 -0.575
S 0.093 1.109 -2.872 0.151
S 0.608 -0.507 -1.696 0.164
C -0.825 -1.268 -0.963 0.081
N -1.944 -0.529 -0.903 -0.450
C -3.042 -0.991 -0.378 0.078
C -3.178 -2.297 0.099 -0.270
C -2.015 -3.106 0.110 -0.125
C -0.806 -2.587 -0.436 -0.024
N 0.323 -3.404 -0.519 0.491
O 0.858 -3.533 -1.647 -0.359
O 0.681 -4.023 0.479 -0.347
H 3.088 0.373 0.868 0.342
H 3.768 0.014 2.350 0.359
H 1.387 3.250 2.384 0.201
H 2.675 3.005 1.216 0.192
H 0.021 1.420 1.057 0.205
H 1.574 3.229 -0.955 0.202
H -0.592 3.275 -2.161 0.237
H -1.280 2.029 -1.049 0.247
H -3.907 -0.347 -0.257 0.199
H -4.147 -2.628 0.523 0.236
H -2.001 -4.167 0.410 0.246
```


Below is a gas-phase ion, C9H11N4 (charge +1), with properties calculated with wB97M-V/def2-TZVPD.

## Properties
* energy relative to the best compared isomer or geometry (same formula, charge and spin): 58.2 kcal/mol
* charge: +1
* LUMO (spin up / spin down): -3.65 / -6.32 eV
* spin multiplicity: 3
* gap between HOMO and LUMO (spin up / spin down): 0.237 / 0.262 hartree
* HOMO energy (spin up / spin down): -0.3707 / -0.4940 Eh

Geometry as XYZ:
```
24
Properties=species:S:1:pos:R:3:nbo_charge:R:1
C -3.914 0.321 -0.133 -0.292
C -2.869 1.081 -0.558 -0.059
C -3.646 -1.010 0.265 0.170
C -1.518 0.587 -0.337 0.027
C -1.355 -0.829 -0.005 0.167
C -0.312 -1.759 -0.101 -0.070
C 2.503 -0.516 0.378 -0.444
C 1.373 0.549 0.648 -0.263
C 1.993 -1.251 -0.858 0.129
N -2.469 -1.530 0.308 -0.420
N 0.819 -1.662 -0.790 -0.319
N -0.598 1.546 -0.432 -0.218
N 0.770 1.239 -0.585 -0.392
H -4.793 0.810 -0.353 0.243
H -2.830 1.999 -0.954 0.227
H -4.407 -1.628 0.547 0.207
H -0.763 -2.640 0.271 0.268
H 3.540 0.015 0.130 0.229
H 2.511 -1.110 1.170 0.242
H 0.709 -0.007 1.285 0.248
H 1.940 1.142 1.327 0.253
H 2.624 -1.327 -1.744 0.224
H 1.364 2.022 -0.784 0.436
H 1.067 0.652 -1.544 0.409
```


Number 1: E -2955.929222 a.u.. Number 2: E -859.730755 a.u.. Number 3: E -1054.131592 a.u.. Number 4: E -990.260226 a.u.. Number 5: E -2155.245242 a.u.. Number 6: E -513.614407 a.u.. Number 7: E -1535.705428 a.u.. Number 8: E -568.071939 a.u..